DFT (ωB97M-V/def2-TZVPD) results for a cluster of 6 separate species, C17H42N2O16S3 in total at a distorted geometry.

Geometry as XYZ:
```
80
Properties=species:S:1:pos:R:3:forces:R:3
C -3.0605 -0.4350 3.9443 2.618 2.704 1.912
N -3.4275 0.5060 2.7883 -1.509 0.390 0.039
C -3.7845 -0.3800 1.5573 5.025 -2.394 3.002
C -4.6955 1.2880 3.2253 -0.769 -2.603 -3.190
C -2.3035 1.4530 2.4203 -1.297 1.307 -1.629
C -2.6425 2.4000 1.1493 0.559 -3.203 -0.830
O -1.6065 3.3010 1.0043 -6.204 4.997 4.427
H -2.1375 -0.9160 3.7253 0.674 -0.660 -1.052
H -3.7515 -1.2220 4.2653 -0.469 0.911 -0.293
H -2.5405 0.2539 4.8113 -2.208 -1.483 -1.729
H -4.1275 0.0960 0.7523 -0.980 2.686 -2.954
H -4.5175 -1.1090 1.7933 -0.498 -0.716 0.843
H -2.7305 -0.9170 1.2953 -2.659 1.198 0.453
H -4.7275 2.1360 3.7793 1.683 2.337 2.290
H -5.2265 0.5210 3.6993 -1.101 -0.814 0.993
H -5.3695 1.6289 2.4153 0.913 -0.710 -0.481
H -1.4065 0.8950 2.2553 0.433 -0.506 -0.329
H -2.0945 2.2050 3.1423 -0.165 0.057 1.490
H -3.6905 2.7479 1.0713 0.758 0.546 0.638
H -2.5005 1.7520 0.2733 -0.692 -0.225 -0.002
H -0.9785 2.8540 0.6273 6.381 -3.782 -3.918
N -0.1385 0.8170 -0.7197 0.432 0.398 -2.186
O 0.0925 -0.4480 -0.7147 -0.480 3.189 0.868
O -1.0425 1.2950 -1.5197 1.262 -1.216 1.947
O 0.5945 1.7000 -0.0977 -1.578 -2.435 -0.245
O 6.7015 -1.2450 -0.2147 4.472 -1.945 4.982
S 5.8545 -1.1020 -1.2617 -4.705 1.015 -4.899
O 4.6625 -1.9280 -1.4107 1.412 1.057 0.113
O 5.4615 0.4640 -1.0887 -0.300 0.236 -0.467
C 4.2115 0.7610 -0.3397 1.769 -2.980 2.269
C 3.9045 2.1440 -0.1987 -5.375 -2.701 -1.048
C 6.8375 -1.1930 -2.8337 -1.507 -6.762 2.406
H 4.1865 0.3580 0.7343 0.795 -0.212 -1.468
H 3.5495 0.2060 -0.8727 -2.578 -1.313 -1.299
H 4.5125 2.5280 0.3903 6.194 3.796 5.120
H 2.9945 2.1700 0.4783 0.179 0.281 -1.906
H 3.9885 2.5800 -1.1047 -0.914 2.122 -2.835
H 7.3045 -0.3630 -2.9587 2.292 5.776 -1.439
H 6.3155 -1.7080 -3.6557 -0.100 0.932 0.399
H 7.7305 -1.8840 -2.5767 -1.643 0.707 0.015
O -3.4255 -1.4440 -4.8827 -1.231 1.220 -1.532
S -2.2985 -2.2670 -5.1187 0.693 -0.946 6.080
O -0.9825 -1.6980 -5.0957 -0.299 -0.015 -1.643
O -2.3105 -3.1821 -3.7127 -0.259 -1.224 -1.332
C -2.0705 -2.4650 -2.4517 -1.560 3.726 -2.552
C -1.3895 -3.3810 -1.4807 3.522 4.698 -0.575
C -2.4865 -3.4830 -6.3317 1.633 -0.478 -1.743
H -3.1695 -1.9090 -2.1817 3.024 -1.782 -0.200
H -1.4085 -1.6240 -2.8937 -0.791 -0.925 2.022
H -1.2855 -2.9450 -0.4977 -0.424 0.413 0.320
H -0.3055 -3.4680 -1.7647 -1.101 -0.364 -0.121
H -1.8605 -4.2330 -1.4177 -2.300 -4.777 0.283
H -3.4195 -4.0360 -6.5487 0.378 0.530 1.043
H -1.5675 -4.1430 -6.1987 -1.354 0.697 -0.299
H -2.3125 -2.8350 -7.2247 0.089 -0.629 0.281
O 0.2475 0.0090 4.4003 -2.528 0.179 -0.540
S 1.4845 0.6760 4.5563 1.703 0.442 4.893
O 1.6485 1.8110 5.4593 -0.561 -1.184 -1.158
O 2.3825 -0.5850 5.2093 0.610 1.721 -4.411
C 2.0465 -0.8530 6.5213 6.164 -1.160 0.018
C 2.8895 -2.0470 6.9903 -2.773 -2.416 -0.198
C 2.1495 0.9760 3.0313 2.910 -6.061 1.832
H 1.1965 -1.3060 6.5533 -6.353 -1.053 0.699
H 2.3915 0.0220 6.9683 -0.745 1.268 2.235
H 3.8575 -1.9550 7.1803 4.215 1.398 1.097
H 2.9415 -3.0100 6.4663 -0.517 0.687 -1.960
H 2.4675 -2.6510 7.7963 -0.469 1.287 1.170
H 3.2445 1.0110 3.1163 -0.391 -0.037 -0.174
H 1.7615 1.7360 2.5623 -2.398 4.160 -2.404
H 1.7705 -0.0110 2.6773 0.924 0.747 -1.271
C -1.7785 3.0310 -4.5087 0.126 1.486 0.453
C -1.7105 1.6530 -5.1437 0.708 2.764 -0.189
O -0.6895 1.6950 -6.1517 -2.584 -1.567 0.076
C -0.2095 2.8789 -6.1257 4.983 4.492 -2.402
O 0.7615 3.2440 -6.8017 -2.002 -1.172 1.023
O -0.7545 3.7909 -5.2937 -1.917 -1.891 1.089
H -1.3895 2.8720 -3.4487 -0.823 0.972 -1.181
H -2.8125 3.5760 -4.5837 2.113 -0.990 0.212
H -2.6515 1.2740 -5.2237 -2.649 -1.160 -2.322
H -1.3525 1.0679 -4.4397 2.113 -3.046 3.371
```
Positions in Å, forces in eV/Å.

Properties
E_tot	-86538.9688	eV
E_HOMO	-8.73	eV
2S+1	1
energy above the lowest of the compared OMol25 structures with the same formula, charge and spin	15.4	kcal/mol


DFT (ωB97M-V/def2-TZVPD) results for an isolated molecule of CH5N3 at a distorted geometry.

Geometry as XYZ:
```
9
Properties=species:S:1:pos:R:3:forces:R:3
C 0.7762 0.3656 -0.0017 3.939 1.030 -0.097
H -1.6065 0.6036 -0.7245 -0.822 1.924 -1.925
H -1.7720 0.4691 0.8628 -0.592 0.147 0.054
H -0.2579 -1.3809 -0.4172 0.851 1.719 1.301
H 0.5407 1.4818 -0.0363 0.313 -1.414 -0.053
H 2.1747 -1.0522 0.2367 -0.673 1.845 -0.751
N -1.6239 -0.0343 -0.0008 0.792 -0.511 1.913
N -0.2701 -0.4417 0.0820 -1.958 -4.376 -1.074
N 2.0388 -0.0111 -0.0010 -1.849 -0.365 0.631
```
Positions in Å, forces in eV/Å.

Properties
E_tot	-5586.5433	eV
structure (SMILES)	[H]/N=C\NN
E_HOMO	-9.13	eV
2S+1	1
energy above the lowest of the compared OMol25 structures with the same formula, charge and spin	56.1	kcal/mol


DFT (ωB97M-V/def2-TZVPD) results for a structure of composition C41H53BeN6O4 at a distorted geometry.

Geometry as XYZ:
```
105
Properties=species:S:1:pos:R:3:forces:R:3
Be -1.9107 1.7499 0.7765 3.343 -3.305 1.331
C 1.3605 -0.2336 -0.4504 -0.594 1.713 0.954
C 0.8478 0.5935 0.7961 -2.036 -1.583 -2.075
O -0.5483 0.7236 0.8984 2.455 -0.305 -4.080
H 0.9249 -1.2321 -0.4869 0.374 0.884 -0.242
H 2.4481 -0.2033 -0.5162 -0.719 -0.498 0.725
H 1.0940 0.2573 -1.3864 0.461 -0.626 1.251
H 1.4058 1.5263 0.8775 -0.621 0.092 -0.741
H 1.1842 0.0183 1.6588 -1.564 -0.025 -0.798
N -1.2276 2.0620 2.5017 1.319 3.998 4.748
C -0.0499 1.6760 3.0865 -1.264 3.383 0.562
C 0.1773 1.7010 4.5141 0.258 -0.709 -2.661
C -0.8458 1.9905 5.3383 -1.943 0.755 0.397
C -2.0909 2.4234 4.7640 0.393 -1.305 -0.018
C -2.2382 2.3660 3.4125 1.841 1.046 -0.868
H 0.7723 1.5929 2.3912 -0.629 0.162 0.974
H 1.1689 1.4400 4.8532 0.021 -0.083 0.182
H -0.7299 1.8906 6.4074 -0.048 0.249 0.100
H -3.0238 2.5922 5.2813 0.340 0.218 0.675
H -3.1743 2.5900 2.9227 -0.190 0.223 0.335
N -3.0035 0.5736 -0.2693 -1.722 -2.741 -3.327
C -2.4601 -0.6611 -0.4139 0.201 0.505 -1.044
C -2.9053 -1.6486 -1.3108 -2.240 2.544 0.458
C -4.0781 -1.3466 -1.9749 -1.829 0.934 -0.136
C -4.8147 -0.1234 -1.7806 2.385 -0.606 1.283
C -4.1523 0.7929 -0.9482 0.100 -0.225 0.027
H -1.5148 -0.7424 0.1021 -0.400 0.078 -0.006
H -2.3402 -2.5314 -1.5710 -1.671 0.872 0.859
H -4.4352 -2.1147 -2.6448 -0.427 0.112 -0.245
H -5.7873 0.1726 -2.1451 0.090 -0.447 -0.452
H -4.5485 1.7777 -0.7493 -0.435 0.158 -0.297
N -2.5440 0.5734 1.9095 -4.460 -4.904 2.212
C -1.6774 -0.4200 2.4019 -3.125 0.599 0.743
C -2.1528 -1.6357 2.8685 -1.727 0.603 0.426
C -3.5375 -2.0027 2.7213 2.201 2.139 0.045
C -4.3534 -1.0211 2.1688 -0.246 -0.321 0.960
C -3.9051 0.2935 1.9247 2.183 -2.363 0.457
H -0.6489 -0.0945 2.4532 -0.602 -0.882 0.454
H -1.4543 -2.2789 3.3830 -0.072 -0.095 0.040
H -3.8969 -2.9549 3.0828 -0.134 -0.048 -0.248
H -5.3672 -1.3591 2.0126 -0.373 0.701 -0.067
H -4.6362 0.9815 1.5265 0.358 0.421 0.156
N 3.8180 -1.4880 -1.1305 0.484 -0.142 -2.378
C 2.9768 -2.5126 -0.9530 0.981 0.112 0.608
C 2.1593 -3.0968 -1.8966 1.424 -0.267 -2.605
C 2.2413 -2.5754 -3.2493 4.173 -0.023 2.105
C 3.2509 -1.5262 -3.4783 -3.931 -3.644 -0.583
C 3.9345 -1.0444 -2.4122 0.375 0.011 0.687
H 3.0047 -2.7744 0.0945 -0.519 -0.706 0.065
H 1.4676 -3.8971 -1.6790 0.002 -0.005 0.238
H 1.5916 -2.8750 -4.0584 0.233 -0.271 0.049
H 3.1300 -1.1837 -4.4954 1.033 0.697 0.033
H 4.5542 -0.1867 -2.6287 0.367 -0.276 0.171
N 2.2225 3.7096 -0.3766 0.283 -0.900 0.810
C 1.8025 2.6537 -1.0944 3.296 1.001 -0.152
C 2.7195 1.6831 -1.5449 -0.080 0.629 -0.350
C 4.0216 1.5715 -1.0422 -1.108 1.783 -0.538
C 4.3985 2.6465 -0.2421 0.199 0.059 0.678
C 3.5120 3.6732 0.0799 -1.403 -0.379 -1.147
H 0.7835 2.5538 -1.4380 1.403 1.224 0.648
H 2.2895 1.0401 -2.2987 0.767 -0.239 -0.103
H 4.6923 0.7760 -1.3318 0.013 0.517 0.451
H 5.3954 2.6947 0.1705 0.105 -0.024 0.059
H 3.7932 4.5130 0.6980 0.205 0.032 -0.034
N -1.5954 2.3384 -0.7115 0.901 2.910 -3.865
C -2.4273 3.3235 -1.1801 1.652 -0.159 -0.443
C -2.3251 3.8537 -2.4656 -0.282 0.375 0.717
C -1.3812 3.3919 -3.3481 0.932 -2.473 0.067
C -0.5425 2.3006 -2.9621 -2.392 1.404 1.022
C -0.6745 1.8198 -1.6252 -2.846 0.627 -1.096
H -3.1354 3.7204 -0.4678 -0.123 0.077 0.051
H -2.9328 4.6795 -2.8051 -0.370 -0.062 0.328
H -1.4181 3.7055 -4.3808 0.362 0.323 0.015
H 0.1766 1.9156 -3.6699 0.048 -0.275 0.211
H -0.1092 0.9335 -1.3779 -0.879 0.815 0.645
C -1.8180 -3.8065 0.9379 -0.419 0.658 -0.621
C -0.7687 -2.9031 0.2940 -0.167 -1.131 -0.583
O -0.8715 -2.5472 -0.8861 3.689 -1.840 3.791
C 0.3439 -2.5614 1.2437 0.451 0.603 -0.110
H -2.7453 -3.6487 0.3871 -0.110 -0.197 -0.036
H -1.9975 -3.4077 1.9362 0.348 -1.031 -0.427
H -1.6144 -4.8773 0.9388 0.427 0.113 -0.004
H -0.0262 -1.9750 2.0847 0.001 -0.485 -0.123
H 1.0952 -1.9115 0.7950 -0.072 -1.031 0.517
H 0.7581 -3.4914 1.6332 0.050 -0.047 0.005
C -1.5463 -2.7366 -3.4418 0.389 -0.697 -1.139
C -0.4533 -1.7640 -3.8654 -0.288 1.050 0.899
O -0.2816 -1.6483 -5.0466 0.526 0.456 -1.146
C 0.4423 -1.0437 -2.8296 -4.229 -0.360 -0.988
H -1.3885 -3.1825 -2.4598 0.285 -0.467 -1.306
H -1.5072 -3.4325 -4.2798 -0.044 -0.509 0.299
H -2.5612 -2.3432 -3.5004 0.490 0.376 -0.228
H 0.9181 -1.9091 -2.3684 -0.691 1.949 0.147
H -0.2261 -0.6658 -2.0561 -0.308 -0.274 -0.656
H 1.0231 -0.2195 -3.2438 0.206 -0.660 -0.212
C 2.7759 0.4935 2.2703 2.288 -0.660 1.723
C 4.1306 0.4947 2.9042 1.923 1.612 0.763
O 4.3049 0.9435 4.0307 -0.330 -0.868 -1.003
C 5.3356 0.1765 1.9473 -2.166 -0.023 0.332
H 2.6681 -0.2981 1.5287 0.933 0.276 0.232
H 2.6811 1.4854 1.8285 0.507 -0.269 0.022
H 1.9954 0.4074 3.0262 0.702 -0.146 0.282
H 4.8330 0.1011 0.9830 0.521 -0.373 -0.255
H 5.7096 -0.8038 2.2428 0.450 0.182 -0.142
H 6.0660 0.9827 1.8793 0.078 -0.277 0.552
```
Positions in Å, forces in eV/Å.

Properties
E_tot	-60888.6257	eV
charge	+1
E_HOMO	-10.65	eV
2S+1	1
energy above the lowest of the compared OMol25 structures with the same formula, charge and spin	200.9	kcal/mol


Number 1: gap between HOMO and LUMO 8.4 eV. Number 2: gap between HOMO and LUMO 10.2 eV. Number 3: gap between HOMO and LUMO 7.7 eV.